# 1
C31H62B3F3O18S7 as an isolated structure, computed with wB97M-V/def2-TZVPD.

HOMO = -9.597 eV
Net charge = 0
LUMO level = 0.1570 eV
Spin multiplicity = 1

Geometry (Å):
C1 -4.188 -1.485 1.797
C2 -3.407 -0.365 0.943
O1 -4.187 0.155 -0.163
B1 -5.094 1.164 0.238
O2 -4.750 2.359 0.960
B2 -5.441 2.199 2.230
O3 -6.817 1.726 2.278
B3 -7.062 0.752 1.273
C3 -7.907 -0.629 1.466
F1 -7.480 -1.285 2.611
F2 -9.290 -0.425 1.435
F3 -7.646 -1.466 0.361
O4 -6.510 0.987 -0.042
H1 -5.155 -1.810 1.299
H2 -4.367 -1.100 2.855
H3 -3.549 -2.423 1.895
H4 -2.523 -0.916 0.478
H5 -2.954 0.424 1.616
H6 -4.808 2.424 3.206
C4 -6.667 8.226 3.353
C5 -5.379 7.912 2.588
C6 -4.624 6.841 3.380
S1 -5.867 5.908 4.270
O5 -5.681 6.126 5.684
O6 -5.965 4.582 3.702
C7 -7.265 6.875 3.727
H7 -7.360 8.818 2.754
H8 -6.431 8.794 4.258
H9 -5.630 7.527 1.595
H10 -4.765 8.804 2.449
H11 -4.070 6.170 2.725
H12 -3.949 7.286 4.112
H13 -8.005 6.938 4.524
H14 -7.694 6.379 2.854
C8 0.766 -2.748 -3.096
C9 1.650 -3.111 -1.899
C10 1.221 -2.223 -0.730
S2 -0.504 -1.835 -1.002
O7 -0.626 -0.413 -1.244
O8 -1.311 -2.520 -0.011
C11 -0.658 -2.690 -2.559
H15 0.860 -3.476 -3.904
H16 1.059 -1.768 -3.488
H17 1.497 -4.161 -1.639
H18 2.707 -2.980 -2.124
H19 1.332 -2.737 0.224
H20 1.778 -1.285 -0.714
H21 -1.343 -2.151 -3.212
H22 -1.042 -3.690 -2.354
C12 6.000 -6.146 0.888
C13 5.699 -5.174 2.030
C14 4.815 -4.061 1.463
S3 3.908 -4.787 0.102
O9 4.333 -4.153 -1.124
O10 2.513 -4.904 0.466
C15 4.667 -6.399 0.196
H23 6.445 -7.074 1.252
H24 6.705 -5.686 0.187
H25 5.162 -5.702 2.825
H26 6.614 -4.767 2.465
H27 4.111 -3.686 2.206
H28 5.412 -3.237 1.068
H29 4.773 -6.819 -0.804
H30 4.022 -7.036 0.804
C16 3.041 3.509 -0.651
C17 4.327 3.227 -1.434
C18 5.117 2.170 -0.655
S4 3.903 1.211 0.247
O11 4.102 1.427 1.661
O12 3.821 -0.116 -0.327
C19 2.480 2.148 -0.274
H31 2.328 4.085 -1.237
H32 3.277 4.081 0.252
H33 4.071 2.839 -2.424
H34 4.918 4.134 -1.580
H35 5.676 1.513 -1.321
H36 5.793 2.625 0.070
H37 1.750 2.193 0.533
H38 2.049 1.646 -1.143
C20 10.629 -4.480 -0.043
C21 10.879 -2.984 0.168
C22 10.040 -2.543 1.370
S5 9.859 -3.989 2.410
O13 8.463 -4.369 2.432
O14 10.623 -3.805 3.621
C23 10.735 -5.115 1.338
H39 11.345 -4.916 -0.740
H40 9.624 -4.633 -0.449
H41 11.940 -2.819 0.378
H42 10.627 -2.404 -0.722
H43 10.530 -1.752 1.935
H44 9.044 -2.220 1.065
H45 10.284 -6.105 1.392
H46 11.772 -5.155 1.675
C24 -6.325 -3.578 -3.295
C25 -6.004 -2.775 -2.032
C26 -4.481 -2.664 -1.933
S6 -3.864 -2.746 -3.611
O15 -3.092 -3.959 -3.760
O16 -3.346 -1.451 -3.993
C27 -5.450 -2.987 -4.394
H47 -7.384 -3.521 -3.553
H48 -6.070 -4.630 -3.139
H49 -6.441 -1.775 -2.114
H50 -6.423 -3.242 -1.139
H51 -4.174 -1.721 -1.482
H52 -4.053 -3.499 -1.376
H53 -5.342 -3.643 -5.257
H54 -5.819 -2.009 -4.708
C28 -2.773 4.356 -1.572
C29 -2.622 5.849 -1.874
C30 -1.183 6.244 -1.532
S7 -0.195 4.767 -1.752
O17 0.322 4.365 -0.464
O18 0.658 4.930 -2.908
C31 -1.548 3.685 -2.180
H55 -3.698 3.950 -1.985
H56 -2.788 4.198 -0.489
H57 -2.809 6.027 -2.938
H58 -3.339 6.450 -1.311
H59 -0.812 7.028 -2.192
H60 -1.091 6.559 -0.492
H61 -1.364 2.686 -1.785
H62 -1.616 3.653 -3.269

Here are the Löwdin charges for atoms 1 to 4, given in e: number 1, C, carries -0.035; number 2, C, carries -0.187; number 3, O, carries 0.058; number 4, B, carries -0.611

# 2
C6H10 in the gas phase, computed with wB97M-V/def2-TZVPD.

SMILES string = CC#CC(C)C
HOMO = -8.905 eV
Net charge = 0
Relative energy (zero: lowest compared OMol25 entry of this formula, charge and spin) = 269.3 kJ/mol
LUMO level = 1.0530 eV
Spin multiplicity = 1

Geometry (Å):
C1 2.546 0.249 -0.583
C2 1.657 0.123 0.570
C3 0.516 -0.128 0.882
C4 -0.882 -0.466 0.650
C5 -0.674 -0.544 -0.914
C6 -1.908 0.568 1.168
H1 2.925 1.265 -0.720
H2 3.368 -0.470 -0.573
H3 1.888 0.006 -1.470
H4 -1.144 -1.449 1.076
H5 -1.280 0.216 -1.398
H6 -0.873 -1.550 -1.272
H7 0.361 -0.340 -1.331
H8 -1.705 1.554 0.739
H9 -2.940 0.292 0.915
H10 -1.857 0.672 2.261

Here are the Löwdin charges for atoms 1 to 4, given in e: number 1, C, carries -0.114; number 2, C, carries -0.104; number 3, C, carries -0.064; number 4, C, carries -0.373

# 3
An isolated ion of composition CH4IN2O and charge +1, computed with wB97M-V/def2-TZVPD.

SMILES string = N/C(I)=[NH+]/O
HOMO = -14.824 eV
Net charge = +1
Relative energy (zero: lowest compared OMol25 entry of this formula, charge and spin) = 22.9 kJ/mol
LUMO level = -4.6545 eV
Spin multiplicity = 1

Geometry (Å):
N1 0.013 -0.935 1.238
C1 -0.451 0.027 0.408
I1 -2.406 0.720 0.359
N2 0.370 0.333 -0.609
O1 0.169 1.457 -1.392
H1 0.855 -1.448 1.073
H2 -0.613 -1.499 1.767
H3 1.448 0.131 -0.636
H4 0.615 1.213 -2.208

Here are the Löwdin charges for atoms 1 to 4, given in e: number 1, N, carries 0.132; number 2, C, carries -0.758; number 3, I, carries 1.117; number 4, N, carries -0.073

# 4
C12H33ClFeN3O3 as an isolated structure, computed with wB97M-V/def2-TZVPD.

⟨S²⟩ = 20.010
HOMO (alpha / beta) = -5.444 / -11.515 eV
Net charge = +1
Relative energy (zero: lowest compared OMol25 entry of this formula, charge and spin) = 322.3 kJ/mol
LUMO level (alpha / beta) = -2.3501 / -7.6692 eV
Spin multiplicity = 9

Geometry (Å):
Fe1 1.040 3.232 -0.023
Cl1 0.471 0.911 0.490
C1 -3.901 0.278 -3.112
C2 -3.347 0.671 -1.780
C3 -3.728 -0.395 -0.674
O1 -4.976 -1.109 -0.663
C4 -5.099 -2.052 0.343
N1 -1.894 0.921 -1.897
H1 -4.803 -0.290 -2.882
H2 -3.253 -0.377 -3.694
H3 -4.178 1.191 -3.640
H4 -3.863 1.542 -1.376
H5 -3.519 0.101 0.273
H6 -2.986 -1.173 -0.857
H7 -6.098 -2.478 0.438
H8 -4.800 -1.648 1.310
H9 -4.391 -2.802 -0.011
H10 -1.472 0.068 -2.233
H11 -1.530 0.851 -0.958
C5 -0.404 3.144 3.278
C6 0.457 4.288 2.690
C7 2.010 4.193 2.797
O2 2.381 3.193 1.816
C8 3.572 2.369 2.175
N2 0.132 4.591 1.339
H12 -0.414 3.060 4.365
H13 -0.079 2.144 2.992
H14 -1.452 3.316 3.035
H15 0.261 5.294 3.062
H16 2.277 3.896 3.811
H17 2.551 5.073 2.450
H18 3.211 1.561 2.811
H19 4.409 2.854 2.677
H20 3.944 1.998 1.220
H21 0.651 5.456 1.298
H22 -0.784 4.979 1.517
C9 1.123 -2.262 -2.474
C10 1.046 -3.319 -1.401
C11 2.300 -4.331 -1.315
O3 3.538 -3.742 -0.936
C12 4.810 -4.476 -0.857
N3 0.943 -2.615 -0.139
H23 0.953 -2.621 -3.489
H24 2.040 -1.682 -2.581
H25 0.345 -1.515 -2.318
H26 0.155 -3.907 -1.624
H27 2.360 -4.798 -2.297
H28 2.094 -5.128 -0.601
H29 4.784 -5.153 -1.711
H30 4.945 -5.098 0.028
H31 5.685 -3.864 -1.078
H32 0.769 -1.621 -0.094
H33 1.718 -2.718 0.501

Here are the Löwdin charges for atoms 1 to 4, given in e: number 1, Fe, carries 0.632; number 2, Cl, carries -0.138; number 3, C, carries -0.062; number 4, C, carries -0.431

# 5
C17H21BN3O2PtS3 as an isolated structure, computed with wB97M-V/def2-TZVPD.

HOMO = -3.431 eV
Net charge = -1
Relative energy (zero: lowest compared OMol25 entry of this formula, charge and spin) = 105.4 kJ/mol
LUMO level = 2.4305 eV
Spin multiplicity = 1

Geometry (Å):
Pt1 2.598 1.307 -1.499
N1 5.717 1.529 -1.011
N2 5.174 0.491 -0.254
C1 4.164 -0.287 -0.841
N3 3.662 -1.187 0.082
S1 3.757 -0.439 -2.499
H1 6.715 1.559 -0.882
H2 5.255 2.406 -0.782
H3 4.919 0.764 0.687
H4 4.257 -1.444 0.851
H5 3.075 -1.909 -0.292
S2 2.782 2.657 0.449
C2 1.807 4.061 0.033
C3 1.604 5.040 1.013
C4 0.831 6.160 0.770
C5 0.225 6.314 -0.474
C6 0.406 5.350 -1.447
C7 1.202 4.217 -1.228
S3 1.388 3.080 -2.554
H6 2.070 4.900 1.981
H7 0.693 6.902 1.548
H8 -0.394 7.180 -0.681
H9 -0.070 5.458 -2.415
C8 -2.788 -3.280 2.606
C9 -3.291 -3.277 1.161
C10 -4.689 -2.640 1.144
C11 -3.394 -4.737 0.697
C12 -2.367 -2.492 0.227
C13 -2.642 -2.469 -1.143
C14 -1.863 -1.758 -2.054
C15 -0.790 -1.061 -1.550
O1 0.129 -0.295 -2.201
B1 1.008 0.187 -1.224
O2 0.604 -0.311 0.038
C16 -0.502 -1.070 -0.194
C17 -1.270 -1.772 0.711
H10 -3.466 -3.870 3.226
H11 -2.750 -2.271 3.020
H12 -1.792 -3.720 2.679
H13 -5.373 -3.200 1.789
H14 -5.104 -2.629 0.136
H15 -4.643 -1.609 1.499
H16 -4.051 -5.300 1.366
H17 -2.410 -5.209 0.701
H18 -3.799 -4.812 -0.312
H19 -3.496 -3.016 -1.522
H20 -2.091 -1.749 -3.112
H21 -1.007 -1.748 1.759

Here are the Löwdin charges for atoms 1 to 4, given in e: number 1, Pt, carries 0.607; number 2, N, carries -0.020; number 3, N, carries -0.185; number 4, C, carries -0.982

# 6
C5H12O in the gas phase, computed with wB97M-V/def2-TZVPD.

SMILES string = COC(C)(C)C
HOMO = -9.686 eV
Net charge = 0
Relative energy (zero: lowest compared OMol25 entry of this formula, charge and spin) = 42.6 kJ/mol
LUMO level = 0.9623 eV
Spin multiplicity = 1

Geometry (Å):
C1 2.003 -0.423 -0.507
O1 1.153 -0.051 0.549
C2 -0.238 0.092 0.244
C3 -0.457 1.061 -0.919
C4 -0.857 -1.273 -0.059
C5 -0.837 0.666 1.524
H1 2.096 0.364 -1.270
H2 1.690 -1.353 -1.003
H3 2.990 -0.587 -0.065
H4 -0.132 0.633 -1.874
H5 -1.521 1.307 -1.008
H6 0.099 1.989 -0.744
H7 -0.415 -1.720 -0.955
H8 -0.695 -1.952 0.785
H9 -1.935 -1.177 -0.232
H10 -0.680 -0.032 2.352
H11 -0.353 1.615 1.775
H12 -1.912 0.839 1.406

Here are the Löwdin charges for atoms 1 to 4, given in e: number 1, C, carries -0.113; number 2, O, carries -0.161; number 3, C, carries -0.650; number 4, C, carries -0.043

# 7
C4H7NO2 in the gas phase, computed with wB97M-V/def2-TZVPD.

SMILES string = [H]/N=C(\C)OCC=O
HOMO = -9.863 eV
Net charge = 0
Relative energy (zero: lowest compared OMol25 entry of this formula, charge and spin) = 148.3 kJ/mol
LUMO level = 0.8083 eV
Spin multiplicity = 1

Geometry (Å):
H1 -1.049 2.027 0.757
N1 -0.331 1.315 0.856
C1 -0.718 0.220 0.352
C2 -2.018 -0.077 -0.345
O1 0.084 -0.878 0.372
C3 1.470 -0.606 0.560
C4 2.009 -0.142 -0.783
O2 2.828 0.726 -0.935
H2 -2.729 -0.570 0.325
H3 -2.462 0.853 -0.708
H4 -1.835 -0.742 -1.194
H5 1.644 0.154 1.324
H6 1.932 -1.557 0.848
H7 1.557 -0.681 -1.645

Here are the Löwdin charges for atoms 1 to 4, given in e: number 1, H, carries 0.064; number 2, N, carries 0.165; number 3, C, carries -0.496; number 4, C, carries -0.002

# 8
A 2-piece molecular cluster, C4H9O overall, computed with wB97M-V/def2-TZVPD.

⟨S²⟩ = 0.754
HOMO (alpha / beta) = -9.407 / -9.407 eV
Net charge = 0
Relative energy (zero: lowest compared OMol25 entry of this formula, charge and spin) = 109.2 kJ/mol
LUMO level (alpha / beta) = 1.0717 / -1.4036 eV
Spin multiplicity = 2

Geometry (Å):
C1 -0.565 1.442 2.585
O1 0.556 0.850 2.157
H1 -1.330 1.446 1.774
H2 -0.996 1.024 3.506
H3 -0.368 2.526 2.683
C2 0.223 -1.818 -2.440
C3 0.420 -0.817 -1.358
C4 -0.401 0.212 -1.151
H4 -0.603 -1.559 -3.103
H5 1.094 -2.128 -3.007
H6 -0.171 -2.681 -1.869
H7 1.401 -0.768 -0.896
H8 -0.199 0.805 -0.265
H9 -1.343 0.399 -1.646

Here are the Löwdin charges for atoms 1 to 4, given in e: number 1, C, carries -0.242; number 2, O, carries -0.037; number 3, H, carries 0.095; number 4, H, carries 0.077

Number 1: E -156040.4936 eV. Number 2: E -6381.0686 eV. Number 3: E -14221.1901 eV. Number 4: E -70483.0083 eV. Number 5: E -62969.3786 eV. Number 6: E -7426.8694 eV. Number 7: E -9845.7422 eV. Number 8: E -6337.9030 eV.